Record 1
A structure of composition C4H4BrF10NO2S2 in a non-equilibrium geometry, computed with ωB97M-V/def2-TZVPD.

```
24
Properties=species:S:1:pos:R:3:nbo_charge:R:1
O 4.191 -1.588 0.169 -0.900
S 2.780 -1.545 0.043 2.517
O 2.242 -1.884 -1.224 -0.898
F 2.219 -2.472 1.129 -0.449
N 2.166 -0.054 0.562 -0.739
Br 3.587 1.131 0.915 0.261
C 1.234 0.532 -0.434 -0.257
C 0.452 1.702 0.174 -0.494
C -1.048 1.537 0.412 0.638
F -1.596 2.768 0.185 -0.322
F -1.303 1.286 1.711 -0.311
C -1.825 0.583 -0.545 0.456
F -1.307 0.584 -1.784 -0.300
F -3.069 1.087 -0.686 -0.298
S -2.075 -1.202 0.057 2.375
F -0.761 -1.134 0.935 -0.465
F -1.229 -1.768 -1.167 -0.459
F -3.370 -1.338 -0.851 -0.453
F -2.980 -0.703 1.237 -0.444
F -2.277 -2.683 0.548 -0.438
H 0.643 -0.272 -0.849 0.256
H 1.831 0.914 -1.261 0.212
H 0.887 1.926 1.144 0.260
H 0.611 2.593 -0.420 0.254
```

Summary:
total charge	0
HOMO energy	-10.76	eV
orbital gap	10.019	eV

=====

Record 2
A structure of composition C4H4BrF2NO in a non-equilibrium geometry, computed with ωB97M-V/def2-TZVPD.

```
13
Properties=species:S:1:pos:R:3:nbo_charge:R:1
C 0.713 -0.473 0.611 0.722
C 0.971 -1.938 -1.761 0.331
C 0.046 -0.779 -1.934 0.078
C 0.057 0.810 0.535 -0.756
N 0.382 -1.150 -0.690 -0.450
O 1.419 -0.896 1.435 -0.460
F 2.301 -1.642 -2.026 -0.318
F -0.146 1.922 -3.042 -0.740
Br -1.331 -0.015 -2.713 0.588
H 0.630 -2.951 -1.934 0.200
H -0.005 1.280 1.502 0.252
H -0.969 0.686 0.142 0.244
H 0.555 1.643 -0.195 0.309
```

Summary:
total charge	0
HOMO energy (spin up / spin down)	-9.51 / -8.56	eV
energy relative to the best compared isomer or geometry (same formula, charge and spin)	89.0	kcal per mole
orbital gap (spin up / spin down)	7.876 / 6.541	eV

=====

Record 3
An isolated molecule of C4H4BrNO2S in a non-equilibrium geometry, computed with ωB97M-V/def2-TZVPD.

```
13
Properties=species:S:1:pos:R:3:nbo_charge:R:1
C 0.425 -0.547 0.601 -0.021
C -0.185 -0.709 -0.724 -0.185
C 0.197 0.835 1.220 -0.482
C -0.219 1.695 0.024 -0.515
N -0.274 -1.967 -1.310 0.488
O 0.308 -2.892 -0.773 -0.375
O -0.909 -2.013 -2.354 -0.380
S -1.015 0.676 -1.278 0.334
Br 1.736 -1.686 1.328 0.172
H -0.780 0.621 1.753 0.235
H 1.007 1.333 1.789 0.259
H -0.844 2.559 0.375 0.242
H 0.554 2.095 -0.652 0.229
```

Summary:
total charge	0
HOMO energy (spin up / spin down)	-8.49 / -8.49	eV
energy relative to the best compared isomer or geometry (same formula, charge and spin)	50.0	kcal per mole
orbital gap (spin up / spin down)	7.481 / 7.480	eV

=====

Record 4
A structure of composition C4H4BrNOS in a non-equilibrium geometry, computed with ωB97M-V/def2-TZVPD.

```
12
Properties=species:S:1:pos:R:3:nbo_charge:R:1
C -0.074 0.451 -0.941 -0.340
C -0.968 1.462 -0.447 -0.252
C -1.150 0.274 0.112 0.252
C 1.220 0.056 -0.398 -0.417
N -1.788 -0.534 1.042 -0.802
O 2.839 -2.025 -0.037 -0.900
S 1.518 -1.575 -0.383 1.144
Br 2.660 1.174 0.201 0.099
H -0.127 0.085 -1.962 0.208
H -1.232 2.419 -0.126 0.231
H -1.372 -0.228 1.952 0.394
H -1.525 -1.559 0.986 0.384
```

Summary:
total charge	0
HOMO energy	-8.96	eV
energy relative to the best compared isomer or geometry (same formula, charge and spin)	93.2	kcal per mole
orbital gap	8.687	eV

=====

Record 5
An isolated molecule of C4H4BrP in a non-equilibrium geometry, computed with ωB97M-V/def2-TZVPD.

```
10
Properties=species:S:1:pos:R:3:nbo_charge:R:1
C 1.052 -0.820 -0.331 -0.348
C -0.170 -1.302 0.050 -0.096
C 1.212 0.632 -0.148 -0.569
C -1.537 0.324 0.746 -0.646
P -0.358 1.298 -0.113 0.883
Br -3.121 -0.238 -0.006 0.099
H 1.840 -1.584 -0.282 0.245
H -0.600 -2.243 0.049 0.190
H 2.032 1.246 -0.311 0.240
H -0.351 2.686 0.345 0.003
```

Summary:
total charge	0
HOMO energy (spin up / spin down)	-8.00 / -7.98	eV
energy relative to the best compared isomer or geometry (same formula, charge and spin)	113.5	kcal per mole
orbital gap (spin up / spin down)	7.039 / 6.982	eV

=====

Record 6
A cluster of 4 separate species, C4H4Cl12 in total in a non-equilibrium geometry, computed with ωB97M-V/def2-TZVPD.

```
20
Properties=species:S:1:pos:R:3:nbo_charge:R:1
C -2.601 2.221 -0.897 -0.317
Cl -1.771 2.198 -2.449 0.007
Cl -1.594 3.033 0.287 0.018
Cl -3.063 0.675 -0.417 0.069
H -3.448 2.864 -1.025 0.226
C 1.630 -0.845 0.461 -0.256
Cl 1.561 0.211 1.919 0.017
Cl -0.015 -1.470 0.068 -0.017
Cl 2.798 -2.144 0.643 0.034
H 1.849 -0.280 -0.411 0.219
C 3.047 -0.551 -3.161 -0.277
Cl 1.408 -0.060 -3.639 0.017
Cl 3.852 0.664 -2.184 0.022
Cl 4.059 -0.781 -4.635 0.011
H 2.938 -1.425 -2.529 0.231
C -2.082 -0.904 3.489 -0.284
Cl -3.626 -1.754 3.738 0.010
Cl -0.885 -1.608 4.544 0.044
Cl -2.222 0.871 3.786 -0.013
H -1.836 -0.915 2.415 0.240
```

Summary:
total charge	0
HOMO energy	-11.04	eV
energy relative to the best compared isomer or geometry (same formula, charge and spin)	8.3	kcal per mole
orbital gap	11.371	eV

=====

Record 7
A structure of composition C4H4Cl2GaInN2O3S in a non-equilibrium geometry, computed with ωB97M-V/def2-TZVPD.

```
18
Properties=species:S:1:pos:R:3:nbo_charge:R:1
In 0.856 0.057 -4.167 1.757
Ga -0.603 0.343 -0.810 1.371
Cl -1.038 1.355 -3.281 -0.364
Cl 1.408 -0.857 -1.772 -0.399
C -0.171 -0.188 1.294 0.168
C 0.122 1.711 -6.986 0.501
C 0.457 -1.400 -6.894 0.527
O -0.134 -1.403 1.456 -0.330
O -0.352 1.557 -8.031 -0.345
O 0.421 -1.905 -7.920 -0.274
N 0.469 -0.950 4.573 -0.683
C -0.118 0.201 4.236 0.394
N -0.837 0.874 5.140 -0.663
S 0.145 1.036 2.631 0.475
H 0.543 -1.245 5.545 0.471
H 1.030 -1.482 3.930 0.449
H -1.318 1.744 4.936 0.468
H -0.882 0.551 6.120 0.477
```

Summary:
total charge	+4
HOMO energy	-23.62	eV
energy relative to the best compared isomer or geometry (same formula, charge and spin)	0.0	kcal per mole
orbital gap	4.864	eV

=====

Record 8
A structure of composition C4H4Cl2N2O4RuTl in a non-equilibrium geometry, computed with ωB97M-V/def2-TZVPD.

```
18
Properties=species:S:1:pos:R:3:mulliken_spin:R:1
Tl 2.818 -1.728 -1.644 0.563
Ru -1.063 0.448 0.714 2.352
Cl 2.269 0.493 -0.256 1.054
Cl -0.147 1.598 2.399 0.503
C -0.166 -1.127 0.843 -0.148
C 4.557 0.558 -2.051 0.221
C 4.713 -1.207 0.438 0.142
O 0.308 -2.224 0.855 0.074
O 5.377 1.328 -2.231 -0.009
O 5.640 -1.088 1.094 -0.012
N -4.711 0.102 -0.921 0.063
C -3.652 0.378 -0.156 -0.013
N -3.797 0.818 1.106 0.032
O -2.489 0.156 -0.610 0.179
H -5.636 0.442 -0.597 0.000
H -4.563 0.073 -1.988 -0.002
H -2.941 1.186 1.562 -0.003
H -4.717 0.939 1.538 0.003
```

Summary:
total charge	+4
HOMO energy (spin up / spin down)	-24.33 / -24.15	eV
2S+1	6
energy relative to the best compared isomer or geometry (same formula, charge and spin)	22.4	kcal per mole
orbital gap (spin up / spin down)	7.205 / 3.548	eV

=====

Computed values of total energy (unit: eV) for the preceding records, in sequence: -128682.4617; -83222.0722; -90671.0319; -88623.5995; -83537.3377; -154481.4335; -106715.3045; -47648.0189.